Computed, not measured: 4 unconnected molecules or ions with the total composition C24H35F9O11S in a non-equilibrium geometry, with wB97M-V/def2-TZVPD.

HOMO (eV): -9.82
Maximum force (eV Å⁻¹): 1.80
Structure (SMILES): O=C(O)CCCC1=C(CCC(F)(F)C(F)(F)S(F)(F)(F)(F)F)C(=O)OC1=O.CCOC(C)=O.CCOC(C)=O.CCOC(C)=O
Frontier orbital gap (eV): 9.06
Calculated total energy (eV): -83269.655
Multiplicity: 1

CARTESIAN COORDINATES (ANGSTROEM)
1 H 3.7195 -2.2503 0.0374
2 O 6.6992 1.9986 -0.3350
3 H -4.8921 2.0094 5.2796
4 F -1.8207 -2.6220 0.0756
5 F -1.3525 0.6561 0.1567
6 H 7.6894 3.7895 1.1740
7 C -5.4926 -3.8816 0.3328
8 C 0.8858 0.8112 -5.1541
9 C -4.9080 0.4674 3.0686
10 H 10.2075 3.1419 -1.1626
11 H -5.4252 0.8337 2.1837
12 S -2.6843 -0.1280 -0.1416
13 H 10.7222 1.4713 0.6987
14 H -0.0516 0.6383 -1.8496
15 F 0.5133 -1.3092 -0.1924
16 C 10.9642 1.2725 -0.3454
17 C 3.1123 1.6012 -1.2045
18 H 2.1118 -0.6892 -2.2210
19 H -6.0921 -3.4578 2.3735
20 O 2.8810 -0.1598 1.1440
21 H 3.1573 2.5090 -0.6143
22 O -0.1144 0.2404 -5.5240
23 H -7.6342 3.0488 4.3654
24 F -4.0644 -0.8937 -0.3445
25 O 8.7031 1.6985 -1.1559
26 H -4.2897 1.2582 3.4890
27 F -3.4978 1.1035 0.4093
28 H 4.7805 0.1908 -1.4507
29 H 12.0129 1.5205 -0.5084
30 O -6.2903 -1.2364 3.9512
31 H 4.9669 1.2846 -0.1333
32 C -6.5448 3.0645 4.3375
33 H 10.8271 0.2043 -0.5115
34 F -2.6275 -0.7281 1.3237
35 H 3.4696 3.1103 -2.6848
36 C 1.3315 -0.5428 -2.9529
37 O -6.0622 -5.1898 0.2336
38 C 10.0817 2.0658 -1.2854
39 C 4.2192 0.6799 -0.6650
40 C 3.7237 -0.3441 0.3049
41 C -1.7729 -1.6344 -0.8273
42 O -6.4844 0.7071 4.9545
43 C 2.3221 2.4719 -4.9379
44 H 8.6530 2.4060 1.7164
45 O 2.8139 3.5516 -5.1262
46 C -0.0510 -0.3524 -2.2963
47 H 4.4013 1.6927 -2.9831
48 C -5.9828 2.0080 5.2658
49 O -7.8031 -6.5180 0.0918
50 C 7.8771 2.2406 -0.2569
51 H 9.3372 3.6198 0.6109
52 H -4.5679 -3.9270 -0.2416
53 H -8.3179 -4.4523 2.0063
54 C -0.3014 -1.4191 -1.2582
55 H -4.7000 -2.5342 1.8121
56 C -7.3796 -5.4297 0.3621
57 F 0.0336 -2.6180 -1.8372
58 H -0.8239 -0.3421 -3.0553
59 H 1.2429 -1.4263 -3.5781
60 C 8.4409 3.0638 0.8746
61 C 1.5849 0.6143 -3.8488
62 F -2.8122 0.4843 -1.5845
63 O 1.5457 1.7902 -5.8561
64 C -8.2732 -4.3470 0.9234
65 C -5.9229 -0.0982 4.0342
66 H -6.2012 4.0557 4.6346
67 F -2.4685 -2.0641 -1.8935
68 C 3.4195 2.0256 -2.6564
69 H 2.1181 1.1982 -1.0583
70 H -6.1292 -3.1444 -0.1592
71 H -6.2447 2.8921 3.3037
72 H -4.2396 -0.3321 2.7860
73 O 4.3685 -1.5627 0.2079
74 H -6.3086 2.2043 6.2857
75 H -9.2699 -4.4853 0.5126
76 C 2.4361 1.6300 -3.6997
77 H -4.5342 -4.2497 2.2214
78 C -5.1896 -3.5057 1.7672
79 H -7.9582 -3.3374 0.6704
80 H 10.3422 1.8364 -2.3166